1.
{
  "formula": "C47H109Cl14N3O19P4",
  "method": "ωB97M-V with the def2-TZVPD basis set",
  "elements": ["Cl", "Cl", "Cl", "Cl", "Cl", "Cl", "Cl", "Cl", "Cl", "Cl", "Cl", "Cl", "Cl", "Cl", "P", "P", "P", "P", "O", "O", "O", "O", "O", "O", "O", "O", "O", "O", "O", "O", "O", "O", "O", "O", "O", "O", "O", "N", "N", "N", "C", "C", "C", "C", "C", "C", "C", "C", "C", "C", "C", "C", "C", "C", "C", "C", "C", "C", "C", "C", "C", "C", "C", "C", "C", "C", "C", "C", "C", "C", "C", "C", "C", "C", "C", "C", "C", "C", "C", "C", "C", "C", "C", "C", "C", "C", "C", "H", "H", "H", "H", "H", "H", "H", "H", "H", "H", "H", "H", "H", "H", "H", "H", "H", "H", "H", "H", "H", "H", "H", "H", "H", "H", "H", "H", "H", "H", "H", "H", "H", "H", "H", "H", "H", "H", "H", "H", "H", "H", "H", "H", "H", "H", "H", "H", "H", "H", "H", "H", "H", "H", "H", "H", "H", "H", "H", "H", "H", "H", "H", "H", "H", "H", "H", "H", "H", "H", "H", "H", "H", "H", "H", "H", "H", "H", "H", "H", "H", "H", "H", "H", "H", "H", "H", "H", "H", "H", "H", "H", "H", "H", "H", "H", "H", "H", "H", "H", "H", "H", "H", "H", "H", "H", "H", "H", "H"],
  "xyz": [[3.562815, 1.209679, 8.196919], [-5.908369, -5.830080, 2.896519], [-0.131571, 1.659059, -2.572848], [3.832464, 6.325079, 0.460953], [-3.085947, -1.581180, 4.799499], [-4.100923, -0.647569, 1.397528], [-4.359241, 2.537085, 0.107678], [1.124706, -3.761888, 3.211235], [2.829372, -3.467825, 0.199258], [3.308567, 6.423996, 3.632363], [-5.928706, -4.697749, -0.216902], [-5.074580, -3.016836, 6.776052], [2.984542, 1.062329, 11.497050], [-1.530956, -1.421718, -3.583260], [0.728122, 0.545696, 1.774013], [5.653425, 0.013302, -1.792167], [-3.590808, -6.241421, -4.948162], [-0.352443, 5.783123, -5.630694], [-0.633197, -1.422092, 8.454328], [-4.962763, -7.068827, -5.239018], [0.328474, 5.968626, -4.162260], [0.362503, 7.028415, -6.442720], [0.228726, 2.111964, 1.505854], [4.958132, 1.261697, -2.597390], [0.294781, 4.369965, -6.086827], [2.179618, 0.471827, 2.015128], [5.807768, 0.549488, -0.242575], [2.689618, -5.461499, -5.794511], [-2.306124, -6.929590, -5.099659], [-3.867893, -5.644171, -3.452071], [6.894867, -0.581947, -2.444175], [4.407705, -1.010960, -1.731686], [-3.796738, -4.967491, -5.975426], [0.106431, -0.312748, 0.601553], [-0.200518, 0.148728, 3.022638], [-1.852393, 5.958638, -5.732179], [0.468327, 3.080806, 7.730070], [1.339701, -5.676429, -3.879288], [0.831072, 4.061344, 5.725453], [-2.596967, -0.284170, 8.714462], [5.204961, 1.285417, -3.975180], [2.386354, 0.124276, 8.989390], [-4.704823, -4.259844, 0.966446], [4.793438, 5.836542, 2.846318], [-3.125676, -4.655095, -2.782570], [0.069355, 3.623333, 6.721120], [1.020452, 4.443546, 1.256751], [1.986289, -6.120475, -5.008040], [6.506963, 1.798662, 0.079455], [5.487740, 2.902156, 0.089199], [2.797497, -3.175802, 2.959500], [-1.142348, 2.500819, -6.537647], [-3.806903, 0.883943, 2.189751], [1.014367, 3.011115, 0.681230], [4.876734, 2.699299, -4.553746], [-2.344578, 0.190460, -3.497307], [-1.033054, -2.267527, -0.237963], [0.390429, 7.224765, -7.852872], [-2.897929, -4.728446, -7.065724], [-5.745106, -1.857829, 5.580049], [-5.626976, -9.383857, -5.371238], [5.124015, 6.632887, 1.586481], [-4.667909, -0.854288, 5.154335], [3.578796, -3.877461, 1.774415], [-0.237474, -1.692858, 0.928713], [-0.171996, 3.173332, -5.540589], [-1.782388, 1.080976, -2.363443], [-4.945585, -8.237327, -6.051154], [2.297680, 3.808864, 5.740676], [2.058633, 5.628526, -2.438890], [1.360138, 6.222538, -8.563114], [0.614800, -6.577901, -3.002927], [-3.138387, 1.965304, 1.274576], [-2.104380, 0.997570, 8.226262], [1.773617, -4.397189, -3.277772], [3.066934, -0.497982, -1.573107], [0.280523, -0.784020, 5.145272], [0.228334, 4.648264, 4.571374], [-3.962890, -0.373008, 9.030325], [-5.392250, -4.206861, 2.302080], [1.722079, 5.796111, -3.962992], [1.779520, 0.751473, 10.250722], [-1.826417, -1.366119, 8.809576], [-3.976991, -3.295344, -2.836857], [2.391529, -0.931906, -2.876978], [0.071032, 0.522364, 4.323689], [-1.569890, -4.077777, -6.637799], [2.682288, -1.966725, -3.057884], [-0.442412, -2.498679, -1.124417], [2.587079, 3.115977, 6.530761], [-5.458265, -8.024570, -6.989239], [1.590893, -0.090689, 8.275853], [1.487138, 6.420381, -9.627457], [0.728880, 3.014387, -0.370719], [2.858115, 4.718413, 5.956863], [6.957334, 1.690748, 1.066179], [-5.645421, -10.268296, -6.008031], [-0.784982, 0.999048, 4.801299], [5.352817, 7.690495, 1.717721], [0.186577, 3.869064, 3.810317], [-0.560158, 7.308625, -8.379628], [2.729878, -2.101894, 2.785593], [4.662913, 0.473044, -4.459251], [1.608190, 6.457183, -1.892516], [-2.526023, -5.668993, -7.472132], [-0.833211, -1.771197, 1.838143], [5.349138, 3.459048, -3.931092], [-1.313952, 1.465341, -6.243616], [2.310292, -4.524246, -2.337598], [0.909924, 1.214344, 4.397965], [-1.014813, 0.995935, 8.195577], [-4.475099, 0.170149, 8.236144], [5.570228, 5.846287, 3.610911], [-2.194823, -4.248573, -3.177982], [-0.020312, 4.748378, 1.366251], [1.041515, 0.110528, 10.733057], [-5.048961, -3.442386, -2.705102], [3.807184, 2.875037, -4.438530], [2.816376, -0.870215, 9.108368], [-0.616190, 3.372305, -4.565294], [-2.578798, 1.092271, 7.249502], [-0.405134, -1.547381, 4.777515], [2.657546, -0.365417, -3.769406], [5.929000, 3.863575, 0.352015], [5.142156, 2.878471, -5.595654], [2.479525, -3.868070, -3.917943], [-1.843333, -3.064962, -6.341922], [-2.761099, 2.831019, 1.818904], [7.324988, 2.063337, -0.590538], [-1.907067, -1.660103, -0.473016], [0.809090, 8.215723, -8.028415], [-4.309455, -1.398735, 9.156318], [-2.986137, -4.953703, -1.743597], [-0.153366, -6.000081, -2.488981], [3.305662, -3.314597, 3.913750], [2.488143, 3.470597, 4.722150], [-2.305693, 2.012050, -2.145855], [-4.106019, 0.110098, 9.996881], [3.137111, 5.677666, -2.288661], [1.685630, 4.674642, -2.065949], [-4.830392, -3.695761, 3.083872], [-0.743097, 5.111113, 4.745151], [-6.670554, -9.288995, -5.071158], [1.644720, -7.154518, -5.170169], [4.627830, -3.586633, 1.829603], [-0.867001, -3.932281, -7.458095], [-2.379184, 1.751949, 8.963484], [-4.535844, -0.125893, 5.954396], [2.106766, 6.771008, -4.262496], [-3.906708, -8.517974, -6.224592], [0.947280, 5.239237, -8.337812], [3.067626, 0.580066, -1.412120], [-3.381613, 0.015299, -3.210999], [0.950151, -3.715369, -3.065323], [-1.409611, -3.252473, 0.038057], [-6.554691, -1.303437, 6.054728], [-4.026599, -2.862130, -3.835847], [-4.961969, -0.363865, 4.226376], [-4.144302, -3.376507, 0.660459], [-2.116985, 2.987026, -6.579759], [6.265839, 1.106842, -4.150515], [-0.987904, 3.863710, 6.529757], [2.018418, 2.592030, 0.615352], [3.782079, -4.938531, 1.918981], [5.060660, 2.981547, -0.910510], [0.694155, -2.230574, 1.104870], [1.401903, 4.458491, 2.277716], [4.573565, 2.846090, 0.680166], [0.844940, 5.454598, 4.174219], [-5.200708, -9.687106, -4.414976], [2.388838, 6.216577, -8.202780], [-6.188919, -2.463181, 4.789670], [5.992558, 6.098692, 1.201300], [1.514957, 5.227959, 0.683813], [-2.273484, 1.538616, 0.766669], [-3.237359, 0.728605, 3.106049], [1.220005, -6.973161, -2.187082], [-3.411073, -4.164248, -7.844485], [-0.689493, 2.540177, -7.528330], [-6.280981, -3.603249, 2.117923], [1.158490, 1.620869, 10.034954], [1.306165, -1.150192, 5.099528], [-0.069939, -7.243357, -3.528655], [4.767689, 4.808323, 2.485463], [-3.554547, -2.566607, -2.145074], [1.320118, -0.919166, -2.676928], [2.643912, -0.995522, -0.700404], [-2.350479, 0.600808, -4.507097], [0.100345, -0.605676, 6.205377], [-2.412856, -2.202031, 9.221331], [-4.769637, 1.259803, 2.536122], [0.798445, 2.681346, -5.475097], [-3.987053, -5.079338, 0.929669], [2.259950, 5.074889, -4.578320], [-1.737034, 0.544432, -1.415731], [-1.002127, -4.635268, -5.892845]],
  "atomic_forces_ev_per_a": [[0.0, -0.2, 0.1], [0.3, 0.6, -0.2], [0.9, -0.1, -0.4], [-0.4, 0.4, -1.0], [0.0, 0.0, 0.0], [0.1, -0.4, -0.3], [0.2, 0.0, -0.2], [0.2, -0.3, -0.1], [0.5, -0.5, 0.5], [0.1, -0.2, -0.1], [-0.3, 0.1, -0.8], [-0.3, 0.1, 0.0], [0.3, 0.3, 0.2], [0.2, 0.8, -0.2], [-0.3, 2.2, 0.8], [1.1, -1.2, -0.3], [-1.3, 1.5, -0.1], [-1.4, 1.7, -0.3], [-1.7, -0.1, 0.8], [1.3, 1.3, 1.2], [-1.7, -0.9, -1.2], [-0.2, -1.9, 0.7], [0.2, -1.3, -0.3], [0.8, -0.4, 1.7], [-0.2, 3.7, -1.2], [-0.6, -0.3, -0.3], [0.3, -0.1, -1.9], [-1.2, -1.3, 1.9], [-0.2, -0.2, -0.1], [0.0, -1.4, -2.2], [-2.9, 1.6, 1.7], [2.0, 1.0, 0.8], [0.2, -0.7, 1.2], [-0.3, 0.3, 0.7], [-0.2, 0.2, -2.8], [3.0, -1.1, 0.7], [-0.1, -0.4, 0.5], [1.3, 1.1, 0.0], [1.2, 0.1, 0.9], [1.5, -0.3, -0.1], [0.9, 1.1, -2.0], [-1.0, -0.2, 0.0], [0.8, -1.2, 0.1], [0.6, 0.3, -0.1], [-1.6, 3.4, 0.2], [-0.2, 0.3, 0.3], [-0.9, -0.8, 0.5], [-0.3, 1.0, -0.9], [-0.8, -0.2, 0.6], [-0.7, 1.0, -0.7], [0.8, -0.4, -0.8], [0.4, 0.1, 0.7], [0.3, 1.9, 0.4], [1.4, 0.4, -0.2], [-0.6, -0.7, 1.0], [-0.1, 0.3, 0.9], [0.3, -0.5, 0.3], [1.9, 0.2, -1.4], [2.1, -1.1, 0.0], [0.3, -0.1, 0.2], [-0.8, -1.1, 0.9], [0.8, -0.8, 1.0], [-0.4, -0.3, -0.1], [-0.1, 0.5, 1.6], [-0.2, -0.7, -0.8], [-0.5, -0.9, -0.5], [0.0, -0.3, 0.1], [0.2, -0.5, 0.0], [-1.0, 0.4, -0.2], [-0.6, 0.0, -1.4], [-0.8, 0.0, 0.7], [-1.0, 0.9, 0.3], [-0.3, -1.2, 0.6], [0.0, -0.9, 0.6], [0.1, -0.1, -0.2], [0.1, -0.4, -1.0], [0.5, 0.9, 0.0], [0.4, 0.1, -0.9], [-0.8, 0.5, 0.8], [-0.4, 0.8, 0.2], [1.4, 1.6, 1.3], [-0.7, -0.6, -0.4], [2.1, -0.1, -0.9], [-0.3, -1.1, -0.2], [-0.6, -0.2, 1.0], [0.5, -1.0, 2.7], [-0.8, 1.1, -0.2], [0.0, 0.1, 0.0], [0.1, 0.6, -0.1], [-0.5, -0.3, -0.4], [0.2, 0.2, -0.1], [-0.2, 0.5, 0.0], [-0.6, -0.1, -0.1], [-0.9, -0.1, 0.2], [-0.2, 0.2, -0.3], [-0.1, -0.5, 0.0], [0.3, 0.0, -0.2], [-0.3, 0.3, -0.5], [-0.3, -0.1, 0.0], [-0.4, 0.2, -0.3], [-0.4, -0.7, 0.6], [0.0, 0.0, -0.2], [-0.2, 0.1, -0.2], [-0.1, -0.1, 0.1], [-0.8, -0.4, -0.3], [0.0, 0.5, 0.0], [0.3, -0.1, 0.0], [0.1, -0.1, -0.1], [-0.1, -0.5, 0.2], [0.2, -0.1, 0.0], [-0.2, -0.1, -0.4], [-0.7, -0.2, 0.2], [0.1, 0.4, -0.2], [0.5, -1.2, -0.6], [-0.2, 0.1, -0.1], [0.3, -0.6, -0.3], [0.1, -0.4, 0.9], [-0.2, 0.0, -0.2], [0.5, 0.3, 0.6], [0.1, -0.4, 0.0], [0.3, 0.8, -0.1], [0.1, 0.1, 0.1], [-0.1, 0.3, 0.3], [0.3, 0.1, -0.1], [0.1, -0.4, 0.1], [-0.2, -0.3, -0.4], [0.5, 0.1, 0.7], [-0.3, -0.2, 0.2], [-0.1, -0.4, -0.4], [0.2, 0.1, -0.1], [0.1, 0.2, 0.6], [0.0, 0.1, -0.4], [0.0, -0.2, -0.1], [0.1, 0.5, 0.2], [0.1, -0.2, -0.2], [0.7, -0.2, 0.2], [-0.7, -0.3, -0.5], [-0.6, 0.4, 0.0], [0.0, -0.1, -0.2], [0.0, 0.0, 0.1], [0.3, -0.3, 0.0], [-0.1, -0.4, 0.3], [-0.2, 0.8, -0.5], [0.4, -0.2, -0.5], [-0.1, 1.1, -0.4], [-0.3, -0.3, -0.4], [-0.3, 0.3, -0.4], [0.1, 0.0, -0.2], [0.5, 0.0, 0.0], [0.0, 0.0, -0.3], [0.2, -0.2, -0.6], [0.0, -0.1, 0.0], [0.0, -0.2, -0.1], [-0.3, -0.2, -0.2], [-0.1, -0.1, 0.4], [0.1, -0.1, 0.1], [0.9, -0.1, -0.2], [-0.2, 0.1, 0.2], [-0.5, 0.3, 0.2], [0.1, 0.3, 0.1], [0.0, -0.2, 0.0], [-0.3, -0.2, 0.2], [0.3, 0.1, 0.4], [-1.3, -0.3, -0.2], [0.3, 0.3, -0.2], [-0.2, 0.0, -0.2], [0.4, -0.1, -0.3], [0.3, -0.8, 0.7], [0.1, -0.1, 0.1], [0.7, 0.1, -0.1], [-0.1, 0.4, 0.6], [0.4, 0.2, -0.1], [0.2, 0.4, -0.2], [0.1, -0.6, -0.2], [-0.2, 0.0, -0.2], [0.5, -0.2, -0.3], [0.2, -0.6, -0.3], [-0.1, 0.0, 0.3], [0.0, -0.2, 0.0], [-0.2, -0.2, 0.4], [0.7, 0.5, -0.2], [0.0, -0.1, -0.4], [0.8, -0.6, -0.3], [-0.8, -0.1, 0.4], [-0.2, 0.0, 0.0], [-0.2, 0.1, -0.5], [0.0, 0.1, -0.1], [0.3, 0.2, 0.3], [-0.3, 0.0, 0.0], [0.4, -0.3, -0.1], [-0.1, 0.1, -0.3], [-0.5, -1.0, 0.5], [0.1, 0.0, 0.2], [-0.7, -0.5, -0.1], [-0.3, -0.3, -0.2], [-0.4, 0.0, 0.3]],
  "lumo_energy_ev": 0.0,
  "homo_ev": -9.16
}

***

2.
{
  "formula": "C13H23AsO3PtSe4Si2",
  "method": "ωB97M-V with the def2-TZVPD basis set",
  "elements": ["Pt", "Se", "Se", "Se", "Se", "As", "Si", "Si", "O", "O", "O", "C", "C", "C", "C", "C", "C", "C", "C", "C", "C", "C", "C", "C", "H", "H", "H", "H", "H", "H", "H", "H", "H", "H", "H", "H", "H", "H", "H", "H", "H", "H", "H", "H", "H", "H", "H"],
  "xyz": [[-0.782517, 0.811645, 0.355947], [-3.249042, 3.443131, 1.464453], [-1.058239, 0.749777, 2.815422], [-2.534136, 2.345843, 3.416014], [-2.765398, 2.002956, -0.249772], [-0.557675, -0.712219, -1.547040], [1.537134, -1.822969, -1.374059], [-2.311348, -2.261586, -1.860826], [2.808532, 2.490335, 3.871053], [2.768691, 0.981975, 1.787685], [1.273842, 1.319343, 0.187331], [1.766981, -2.182457, 0.439995], [1.886471, 1.680048, 1.277399], [1.479426, -3.404589, -2.373914], [1.521345, 4.454033, 3.826511], [-2.121215, -3.130755, -3.502304], [-3.917273, -1.316101, -1.803110], [1.956541, 3.281893, 3.204640], [0.657536, 5.307892, 3.172064], [0.204258, 5.018099, 1.885889], [1.484432, 2.965089, 1.918860], [-2.193736, -3.455215, -0.426184], [2.825078, -0.659655, -2.040354], [0.616708, 3.850971, 1.276048], [-4.758122, -2.000579, -1.941907], [-4.043589, -0.814096, -0.842796], [3.030711, 1.748736, 3.254467], [2.447062, -3.908650, -2.305415], [3.814082, -1.118307, -1.960309], [2.646229, -0.420087, -3.089789], [-1.256695, -4.014259, -0.438555], [0.277160, 3.602937, 0.278058], [-2.129389, -2.416644, -4.327414], [1.282095, -3.206357, -3.428817], [-1.194620, -3.702017, -3.555156], [0.720396, -4.096136, -2.004323], [0.904265, -2.701016, 0.863768], [-3.016485, -4.173971, -0.470137], [-2.954167, -3.822806, -3.650290], [-2.260781, -2.921646, 0.523846], [-0.464037, 5.696033, 1.372687], [2.643499, -2.823070, 0.574085], [1.887380, 4.671690, 4.821051], [2.819529, 0.262747, -1.459065], [1.938138, -1.255060, 0.990255], [0.335832, 6.217086, 3.664980], [-3.964887, -0.562010, -2.590973]],
  "atomic_forces_ev_per_a": [[0.0, 0.0, -0.1], [0.0, 0.0, 0.0], [0.0, 0.1, 0.1], [0.0, 0.0, 0.0], [0.0, 0.0, 0.0], [0.0, 0.0, 0.0], [0.0, 0.0, 0.0], [0.0, 0.0, 0.0], [0.0, 0.0, 0.0], [0.0, 0.0, 0.0], [0.0, 0.0, 0.0], [0.0, 0.0, 0.0], [0.0, 0.0, 0.1], [0.0, 0.0, 0.0], [0.0, 0.0, 0.0], [0.0, 0.0, 0.0], [0.0, 0.0, 0.0], [0.0, 0.0, 0.0], [0.0, 0.0, 0.0], [0.0, 0.0, 0.0], [0.0, 0.0, 0.0], [0.0, 0.0, 0.0], [0.0, 0.0, 0.0], [0.0, 0.0, 0.0], [0.0, 0.0, 0.0], [0.0, 0.0, 0.0], [0.0, 0.0, 0.0], [0.0, 0.0, 0.0], [0.0, 0.0, 0.0], [0.0, 0.0, 0.0], [0.0, 0.0, 0.0], [0.0, 0.0, 0.0], [0.0, 0.0, 0.0], [0.0, 0.0, 0.0], [0.0, 0.0, 0.0], [0.0, 0.0, 0.0], [0.0, 0.0, 0.0], [0.0, 0.0, 0.0], [0.0, 0.0, 0.0], [0.0, 0.0, 0.0], [0.0, 0.0, 0.0], [0.0, 0.0, 0.0], [0.0, 0.0, 0.0], [0.0, 0.0, 0.0], [0.0, 0.0, 0.0], [0.0, 0.0, 0.0], [0.0, 0.0, 0.0]],
  "s_squared": 6.02,
  "lumo_energy_ev": [-0.5, -2.4],
  "homo_ev": [-7.48, -8.14],
  "de_lowest_kj_mol": 5.3,
  "multiplicity": 5
}